Record 1
C37H55Cl2F6N2O3PbSSb | the ωB97M-V functional and the def2-TZVPD basis

Atoms and positions in Å:
1 Pb -1.6130 -1.0437 -0.8306
2 C 5.7010 3.4588 -1.7406
3 C 4.7912 3.0820 -0.5658
4 C 5.5395 2.1185 0.3717
5 C 4.4097 4.3630 0.2185
6 C 3.4883 2.4804 -1.0204
7 C 2.7260 1.6980 -0.1250
8 C 1.5010 1.1303 -0.5126
9 N 0.7465 0.3468 0.2462
10 C 0.7242 0.2686 1.5721
11 C 1.0052 1.3005 2.4617
12 C 0.9571 1.0670 3.8374
13 C 0.5707 -0.2297 4.3407
14 C 0.2188 -1.2913 3.5764
15 C 0.2053 -1.0687 2.1080
16 O -0.2063 -1.8798 1.3064
17 C -0.1859 -2.6351 4.1422
18 C 0.7180 -3.7356 3.5510
19 C -0.0404 -2.6569 5.6652
20 C -1.6656 -2.9071 3.7921
21 C 1.2991 2.1334 4.8366
22 C 0.0112 2.4241 5.6472
23 C 2.4004 1.6101 5.7830
24 C 1.7760 3.4272 4.1767
25 C 1.0927 1.2298 -1.9636
26 O 0.2301 0.4903 -2.3923
27 C 1.7954 2.2281 -2.8173
28 C 2.9665 2.7538 -2.3100
29 C 1.2948 2.5652 -4.1952
30 C 1.5697 1.3273 -5.0914
31 C -0.2145 2.8782 -4.1945
32 C 2.0397 3.7714 -4.7778
33 H 6.6648 3.7774 -1.3474
34 H 5.3113 4.2939 -2.3238
35 H 5.8800 2.6123 -2.4061
36 H 6.5239 2.5317 0.5841
37 H 5.6838 1.1378 -0.0847
38 H 5.0388 1.9924 1.3334
39 H 5.3260 4.8267 0.5842
40 H 3.7768 4.1365 1.0797
41 H 3.8932 5.0835 -0.4169
42 H 3.1134 1.4836 0.8593
43 H 1.2431 2.2798 2.0746
44 H 0.5569 -0.3378 5.4142
45 H 1.7662 -3.5558 3.7968
46 H 0.6177 -3.8215 2.4711
47 H 0.4363 -4.6916 3.9910
48 H 0.9891 -2.4762 5.9814
49 H -0.3213 -3.6440 6.0292
50 H -0.6970 -1.9343 6.1541
51 H -1.8514 -2.8998 2.7196
52 H -2.3175 -2.1752 4.2735
53 H -1.9311 -3.8935 4.1731
54 H -0.3459 1.5505 6.1916
55 H -0.7900 2.7904 5.0038
56 H 0.2404 3.1990 6.3788
57 H 2.0704 0.7739 6.3976
58 H 2.6818 2.4172 6.4585
59 H 3.2921 1.3074 5.2317
60 H 1.0123 3.8692 3.5332
61 H 2.6915 3.2748 3.5983
62 H 2.0030 4.1579 4.9510
63 H 3.5407 3.4165 -2.9390
64 H 0.9598 0.4738 -4.8013
65 H 2.6236 1.0459 -5.0729
66 H 1.3117 1.5984 -6.1154
67 H -0.8172 2.0511 -3.8305
68 H -0.5206 3.0714 -5.2219
69 H -0.4318 3.7756 -3.6125
70 H 3.0865 3.5502 -4.9936
71 H 1.9857 4.6427 -4.1221
72 H 1.5727 4.0455 -5.7224
73 Cl -3.3901 0.6572 1.5267
74 C -3.7899 1.9309 0.3426
75 Cl -2.5245 2.0607 -0.8946
76 H -3.8515 2.8738 0.8711
77 H -4.7126 1.6644 -0.1622
78 C -5.4826 -4.6568 0.0563
79 S -4.9852 -2.9469 0.1456
80 C -6.0406 -2.2254 1.3815
81 O -3.5591 -2.8401 0.5649
82 H -6.5389 -4.6652 -0.2102
83 H -5.3045 -5.1267 1.0252
84 H -4.8897 -5.1226 -0.7270
85 H -7.0677 -2.3526 1.0405
86 H -5.7856 -1.1688 1.4235
87 H -5.8581 -2.7267 2.3336
88 C -0.6576 -5.4361 -5.8171
89 C -0.8287 -4.4571 -4.7012
90 C 0.1412 -3.4990 -4.4045
91 C -0.0645 -2.6086 -3.3754
92 N -1.1753 -2.6173 -2.6222
93 C -2.1105 -3.5418 -2.8934
94 C -1.9759 -4.4610 -3.9075
95 H 0.2495 -5.2465 -6.3855
96 H -1.5115 -5.3922 -6.4939
97 H -0.6121 -6.4521 -5.4215
98 H 1.0532 -3.4426 -4.9832
99 H 0.6786 -1.8552 -3.1438
100 H -3.0115 -3.5089 -2.2947
101 H -2.7722 -5.1691 -4.0934
102 F -3.8745 -0.7920 -1.3612
103 Sb -5.1324 -0.5544 -2.9139
104 F -6.4157 -1.1676 -1.6563
105 F -6.2889 -0.3323 -4.3339
106 F -5.3408 1.1810 -2.2283
107 F -3.5352 -0.0703 -3.7857
108 F -4.7563 -2.3741 -3.2503

Output
net charge: +3
relative energy (zero: lowest compared OMol25 entry of this formula, charge and spin): 0.0 kJ/mol
multiplicity: 2


Record 2
C44H40Cl5KN8O4 | the ωB97M-V functional and the def2-TZVPD basis

Atoms and positions in Å:
1 K 0.9356 -0.1152 -0.9078
2 C -0.4399 -1.4292 -3.6077
3 C -1.6333 -0.5982 -3.1895
4 C -1.8382 0.6658 -3.7524
5 C -0.9501 1.1504 -4.8712
6 C -2.8609 1.4825 -3.2686
7 C -2.9822 2.9065 -3.7593
8 C -3.7350 1.0081 -2.2847
9 C -4.8734 1.8848 -1.8186
10 C -3.5406 -0.2590 -1.7349
11 C -4.3808 -0.7462 -0.5794
12 C -2.5022 -1.0719 -2.2026
13 C -2.3094 -2.4463 -1.6071
14 H -0.6590 -2.0517 -4.4826
15 H -0.1010 -2.0989 -2.8200
16 H 0.4148 -0.8019 -3.8610
17 H -0.1124 1.7227 -4.4638
18 H -1.5026 1.7824 -5.5681
19 H -0.5444 0.3175 -5.4427
20 H -3.6971 3.0075 -4.5846
21 H -2.0203 3.2821 -4.1004
22 H -3.3142 3.5659 -2.9576
23 H -4.5660 2.5353 -0.9938
24 H -5.7174 1.2929 -1.4673
25 H -5.2379 2.5195 -2.6264
26 H -5.1751 -1.4279 -0.9063
27 H -4.8351 0.0771 -0.0318
28 H -3.7534 -1.2841 0.1313
29 H -1.7028 -2.4034 -0.6961
30 H -1.8119 -3.1213 -2.3002
31 H -3.2655 -2.8987 -1.3421
32 N -7.4069 -2.1524 7.1654
33 C -6.5766 -1.9555 6.3935
34 C -5.5384 -1.7094 5.4299
35 C -4.2396 -1.4439 5.8595
36 C -3.2443 -1.2103 4.9273
37 C -3.5266 -1.2330 3.5643
38 C -4.8290 -1.4953 3.1456
39 C -5.8319 -1.7356 4.0674
40 C -2.4474 -0.9798 2.5646
41 C -2.4825 0.2793 1.9515
42 C -3.4479 1.3062 2.1962
43 C -3.1247 2.3470 1.3576
44 C -1.9662 1.9207 0.6460
45 N -1.5817 0.7068 0.9902
46 C -1.5627 -2.0366 2.3562
47 C -1.6447 -3.3376 2.9640
48 C -0.6229 -4.0746 2.4270
49 C 0.0480 -3.2009 1.5116
50 N -0.4948 -2.0049 1.4683
51 H -4.0196 -1.4219 6.9187
52 H -2.2313 -1.0044 5.2475
53 H -5.0454 -1.5075 2.0850
54 H -6.8425 -1.9434 3.7411
55 H -4.2659 1.2653 2.8998
56 H -3.6266 3.2986 1.2640
57 H -1.4090 2.4817 -0.0953
58 H -2.3798 -3.6649 3.6844
59 H -0.3733 -5.1047 2.6342
60 H 0.8949 -3.4343 0.8793
61 Cl 7.3976 -4.0563 -0.9780
62 C 5.7263 -3.6037 -1.0806
63 C 5.1591 -2.7389 -0.1445
64 Cl 6.1448 -2.1026 1.1331
65 C 3.8283 -2.3897 -0.2181
66 Cl 3.1199 -1.3276 0.9491
67 C 2.9519 -2.8541 -1.2512
68 O 1.7467 -2.5132 -1.3285
69 C 3.5795 -3.7423 -2.1839
70 Cl 2.5719 -4.3437 -3.4588
71 C 4.9114 -4.0988 -2.0987
72 Cl 5.5923 -5.1826 -3.2724
73 C 6.1609 3.1988 -2.0329
74 N 4.7546 2.8932 -2.1579
75 C 3.8903 3.8618 -2.5730
76 C 2.5791 3.6300 -2.6932
77 C 2.0801 2.3024 -2.3450
78 O 0.8557 2.0590 -2.4141
79 N 2.9608 1.3526 -1.9465
80 C 4.2771 1.6017 -1.8043
81 O 5.1002 0.7824 -1.3904
82 H 6.6101 3.4049 -3.0099
83 H 6.6462 2.3289 -1.5996
84 H 6.3103 4.0675 -1.3858
85 H 4.3403 4.8254 -2.7853
86 H 1.8828 4.3965 -2.9973
87 C 5.8044 2.4662 1.6317
88 N 4.4865 2.0873 2.1070
89 C 4.3599 1.1023 3.0239
90 C 3.1554 0.6247 3.3842
91 C 2.0378 1.1102 2.6236
92 N 2.1321 2.1328 1.8001
93 C 3.3377 2.7049 1.5374
94 O 3.4913 3.7139 0.8679
95 N 0.8600 0.4724 2.7338
96 H 6.4885 2.5779 2.4755
97 H 5.7050 3.4135 1.1118
98 H 6.1874 1.7137 0.9392
99 H 5.2856 0.7134 3.4298
100 H 3.0531 -0.1889 4.0857
101 H 0.8539 -0.4621 3.1068
102 H 0.1145 0.6645 2.0618

Output
net charge: -2
relative energy (zero: lowest compared OMol25 entry of this formula, charge and spin): 7.9 kJ/mol


Record 3
C4H11O4 | the ωB97M-V functional and the def2-TZVPD basis

Atoms and positions in Å:
1 O -1.6393 -2.4410 2.3562
2 C -0.8802 -1.4920 2.2404
3 C -0.8098 -0.5543 1.0797
4 C 0.3342 0.4277 1.1624
5 C 0.3946 1.3406 -0.0453
6 O 0.6813 0.6455 -1.2014
7 H -0.2730 -1.1277 3.0919
8 H -1.6245 -0.3602 1.8627
9 H -1.1898 -0.9372 0.1434
10 H 0.2072 1.0227 2.0781
11 H 1.3050 -0.0648 1.2841
12 H -0.5823 1.8706 -0.1246
13 H 1.1295 2.1498 0.1025
14 H 3.3825 0.7853 -2.4758
15 H 2.0033 1.0965 -1.7081
16 O 2.9297 1.4822 -1.9922
17 H -1.3540 -0.8711 -2.7673
18 H -0.6193 0.2380 -1.9524
19 O -1.4896 0.0192 -2.4686

Output
net charge: -1
relative energy (zero: lowest compared OMol25 entry of this formula, charge and spin): 258.0 kJ/mol